Entry 1:
This record from OMol25 describes the molecule C4H8. The level of theory is wB97M-V/def2-TZVPD.

Structure (XYZ):
```
12
Properties=species:S:1:pos:R:3:mulliken_charge:R:1
C -0.1265 -0.4679 -0.4832 -0.0587
C 0.0987 0.4430 0.4473 -0.0039
C 0.7022 -1.7168 -0.6584 -1.1257
C -0.6808 1.7085 0.6398 -1.0843
H -0.0569 2.5922 0.5478 0.2904
H 1.4018 -1.8854 0.1657 0.3042
H 0.0375 -2.5606 -0.8319 0.3089
H 0.9357 0.2238 1.0992 0.2523
H -0.8855 -0.3968 -1.2527 0.2665
H 1.2781 -1.6115 -1.5785 0.2773
H -1.4817 1.7656 -0.0824 0.2874
H -1.1597 1.7599 1.6205 0.2854
```

Results
Kohn-Sham gap	10.4993	eV
SMILES	C/C=C/C
HOMO	-9.17	eV
LUMO energy	1.33	eV
E_tot	-157.180252	Eh
energy relative to the best compared isomer or geometry (same formula, charge and spin)	2.3	kcal/mol
F_max	0.87	eV/A

Entry 2:
This record from OMol25 describes a cluster of 2 separate species, C2H8N2P in total. The level of theory is wB97M-V/def2-TZVPD.

Structure (XYZ):
```
13
Properties=species:S:1:pos:R:3:mulliken_charge:R:1
P -1.9123 1.3620 1.0764 -0.0706
N 0.1097 -1.0609 -1.3664 -0.2411
N 2.0581 -2.1780 -0.9418 -0.3177
C 1.1471 -1.6642 -1.7491 0.2487
C -2.0572 2.0053 2.5932 -0.3783
H -3.0997 1.6613 0.5218 0.0287
H -0.6608 -0.9669 -2.0277 0.2709
H 2.8908 -2.4256 -1.3113 0.2290
H -1.1509 1.7013 3.3375 0.1866
H -0.1635 -0.8955 -0.3605 0.1941
H -2.8366 2.5758 3.0615 0.2857
H 1.8770 -2.4899 -0.0164 0.2305
H 1.2470 -1.8032 -2.7954 0.3333
```

Results
charge	+1
Kohn-Sham gap	8.9005	eV
HOMO	-12.78	eV
LUMO energy	-3.88	eV
E_tot	-531.557392	Eh
energy relative to the best compared isomer or geometry (same formula, charge and spin)	28.4	kcal/mol
F_max	4.27	eV/A

Entry 3:
This record from OMol25 describes the molecule C3H3BrN4O2. The level of theory is wB97M-V/def2-TZVPD.

Structure (XYZ):
```
13
Properties=species:S:1:pos:R:3:mulliken_charge:R:1
Br 1.6993 0.4050 3.5647 -0.0713
O -0.0637 2.1413 -2.3660 -0.5283
O -1.6483 0.7519 -2.0144 -0.4970
N 0.5618 1.9342 1.6233 -0.3873
N 0.0175 -0.2339 0.1803 0.8391
N 0.3657 -0.3825 1.4171 -1.0775
N -0.6353 1.2845 -1.7007 0.9132
C -0.1457 -1.5680 -0.4380 -0.8894
C -0.1686 0.8624 -0.4799 0.0356
C 0.6656 0.7767 2.0201 0.6414
H -0.2073 -2.3880 0.2931 0.3262
H -1.0607 -1.7737 -0.9288 0.3564
H 0.6197 -1.8100 -1.1707 0.3387
```

Results
Kohn-Sham gap (spin up / spin down)	6.7219 / 6.7101	eV
HOMO (spin up / spin down)	-9.70 / -9.67	eV
LUMO energy (spin up / spin down)	-2.98 / -2.96	eV
E_tot	-3059.287088	Eh
energy relative to the best compared isomer or geometry (same formula, charge and spin)	128.4	kcal/mol
F_max	6.48	eV/A

Entry 4:
This record from OMol25 describes a cluster of 2 separate species, C19H33IN5O6 in total. The level of theory is wB97M-V/def2-TZVPD.

Structure (XYZ):
```
64
Properties=species:S:1:pos:R:3:mulliken_charge:R:1
I 0.7955 0.5346 -3.1071 0.1958
O -1.8959 3.7006 -2.8927 -0.6334
O -2.0051 -0.3868 0.5144 0.2697
O -0.0959 -0.6971 2.2372 -0.5243
O -1.5301 -0.3711 -1.6395 -0.4575
O -6.1682 0.3846 -1.6356 -0.5188
O -4.9926 -1.3721 -0.9162 -0.3696
N 2.9563 -0.1085 0.5076 0.3529
N 4.7384 -0.6192 -1.6350 -0.1384
N -3.9368 4.6771 -2.7715 -0.3920
N 2.6990 -0.7216 2.7219 -0.2593
N -3.4259 2.8648 -1.4343 -0.2421
C 0.3009 -0.2068 -0.1274 0.2411
C -4.6194 -0.5831 -3.1491 -0.8485
C 3.8534 -3.1877 1.0113 -0.7708
C 2.1052 -0.4161 1.4972 -0.2645
C 2.6207 0.1739 -0.7689 0.8877
C -1.3061 1.4293 2.8083 -0.4169
C -1.1664 -0.3303 -0.5079 0.2032
C -5.3450 -0.4438 -1.8608 0.7170
C 1.2668 0.1060 -1.1217 -1.2692
C 3.9054 -2.9151 2.5230 -0.7478
C 3.8035 0.5118 -1.6126 -1.4013
C 5.4204 -0.8150 -2.9112 -0.9894
C -3.0093 -1.4279 0.4997 -0.6386
C -3.0103 3.7483 -2.4004 0.6158
C -4.4045 -0.8737 0.2896 -0.4227
C 2.7129 -2.1679 3.0821 -0.5056
C 0.7296 -0.4219 1.2034 0.8197
C -0.3106 0.3637 3.1950 -0.5822
C -0.8071 2.4418 1.7696 -0.8750
H 4.2782 -1.4673 -1.3371 0.0680
H 0.6253 0.8605 3.4583 0.2555
H 2.8943 -2.8944 0.5837 0.1696
H -3.6854 -0.0371 -3.0851 0.0887
H -2.8008 -2.1906 -0.2435 0.4400
H 2.7537 -2.2082 4.1663 0.5032
H 3.9408 -3.8734 3.0342 0.3738
H 5.5872 0.1468 -3.3852 0.3966
H 4.8661 -1.4419 -3.6086 0.3222
H 3.5322 0.8382 -2.6080 0.6156
H -0.6583 -0.1470 4.0870 0.4111
H -5.0568 -1.1486 1.1128 0.3336
H -4.3702 -1.6199 -3.3462 0.3473
H 6.3993 -1.2548 -2.7512 0.3303
H -1.0050 3.4562 2.0970 0.4222
H -4.3415 2.8809 -1.0224 0.1891
H 4.2938 1.3661 -1.1359 0.2114
H -3.6673 5.3365 -3.4772 0.2457
H 3.9563 -4.2463 0.8032 0.5193
H 0.2748 2.3818 1.6521 0.2245
H -5.2146 -0.1510 -3.9431 0.3630
H 4.8048 -2.3736 2.8030 0.3526
H -4.8586 4.7291 -2.3811 0.1600
H -1.4742 1.9835 3.7314 0.6282
H 2.2807 -0.1969 3.4744 0.4218
H -1.2616 2.3118 0.7912 0.0400
H -2.2642 1.0058 2.5329 0.0347
H 1.7780 -2.6505 2.7940 0.2921
H 3.9426 -0.0893 0.7575 0.4648
H -2.9466 -1.8966 1.4771 0.4155
H -4.3497 0.2136 0.2680 0.2293
H -2.7697 2.1641 -1.1464 0.0022
H 4.6379 -2.6580 0.4785 0.0934
```

Results
charge	+1
Kohn-Sham gap	7.4180	eV
HOMO	-11.94	eV
LUMO energy	-4.52	eV
E_tot	-1766.468141	Eh
F_max	0.95	eV/A

Entry 5:
This record from OMol25 describes a cluster of 2 separate species, C9H10N2O3S in total. The level of theory is wB97M-V/def2-TZVPD.

Structure (XYZ):
```
25
Properties=species:S:1:pos:R:3:mulliken_charge:R:1
S -0.4550 -1.4319 3.1919 -0.2016
O -3.6147 -2.4797 1.0117 -0.6997
O -3.8597 -0.4185 0.4159 -0.7746
O -2.4116 1.4982 1.4306 -0.4601
N -3.1636 -1.4321 0.5930 1.2239
N -1.7574 0.7318 2.3669 0.0917
C 2.0213 1.3211 -0.0674 -0.7198
C 2.4779 -0.9150 -0.7955 -0.6574
C -1.7818 -1.3335 0.3785 -1.2913
C 0.6623 1.0713 -0.1548 -0.1481
C 0.2027 -0.1690 -0.5750 0.6360
C -1.2786 -0.4679 2.2358 0.2686
C 1.1212 -1.1633 -0.8859 -0.3264
C -1.2746 -0.4350 -0.7137 -0.8227
C 2.9302 0.3303 -0.3926 -0.4020
H -1.5317 1.2757 3.1940 0.2434
H -0.0436 1.8529 0.0880 0.4092
H -1.2858 -2.2902 0.4976 0.7287
H 3.1859 -1.6903 -1.0488 0.3791
H -1.8227 0.5058 -0.7332 0.3881
H 3.9910 0.5269 -0.3407 0.3823
H 2.3744 2.2944 0.2428 0.3810
H 0.7694 -2.1306 -1.2152 0.4045
H -3.1043 0.9329 0.9742 0.4572
H -1.4521 -0.9450 -1.6687 0.5099
```

Results
Kohn-Sham gap (spin up / spin down)	7.1072 / 6.4242	eV
2S+1	3
HOMO (spin up / spin down)	-6.67 / -9.61	eV
LUMO energy (spin up / spin down)	0.44 / -3.19	eV
E_tot	-1082.084912	Eh
energy relative to the best compared isomer or geometry (same formula, charge and spin)	129.0	kcal/mol
F_max	2.51	eV/A